(1)
Below is a single C5H9NO molecule, with properties calculated with ωB97M-V/def2-TZVPD.

XYZ file:
```
16
Properties=species:S:1:pos:R:3:mulliken_charge:R:1
C 2.24 -0.28 0.21 -1.434
C 1.03 0.50 -0.27 0.362
C -0.09 -0.27 -1.03 -0.700
N -1.03 0.24 -0.04 0.148
C -2.38 -0.13 0.28 -0.883
C -0.07 0.79 0.76 0.327
O -0.13 1.26 1.87 -0.649
H 1.95 -1.19 0.74 0.354
H 2.84 0.33 0.90 0.337
H 2.88 -0.56 -0.64 0.359
H 1.33 1.41 -0.79 0.300
H -0.28 0.04 -2.07 0.282
H 0.02 -1.36 -0.99 0.291
H -2.48 -0.12 1.37 0.329
H -3.11 0.56 -0.15 0.241
H -2.59 -1.14 -0.09 0.335
```

The orbital gap comes out at 10.3 eV. For the total energy, the calculation gives -325.903104 hartree. As for the charge: 0. Its relative energy (zero: lowest compared OMol25 entry of this formula, charge and spin) is 0.937 eV.

***

(2)
Below is a single C5H9NO molecule, with properties calculated with ωB97M-V/def2-TZVPD.

XYZ file:
```
16
Properties=species:S:1:pos:R:3:mulliken_charge:R:1
H -2.09 2.25 -0.93 0.272
N -1.29 2.04 -0.31 -0.682
C -1.02 0.81 -0.44 0.173
C -1.28 -0.48 -1.09 -0.740
C -0.15 -0.31 -0.06 1.012
C -0.31 -1.01 1.27 -1.341
O 1.12 -0.39 -0.64 -0.416
C 2.10 0.43 -0.03 -0.702
H -0.98 -0.59 -2.13 0.270
H -2.15 -1.08 -0.79 0.269
H -1.34 -0.92 1.64 0.362
H 0.36 -0.60 2.03 0.368
H -0.08 -2.08 1.14 0.317
H 1.79 1.49 -0.02 0.308
H 2.32 0.11 1.00 0.287
H 3.01 0.32 -0.63 0.241
```

The orbital gap comes out at 10.2 eV. For the total energy, the calculation gives -325.827431 hartree. As for the charge: 0. Its relative energy (zero: lowest compared OMol25 entry of this formula, charge and spin) is 2.997 eV.

***

(3)
Below is C5H9NO as an isolated structure in a non-equilibrium geometry, with properties calculated with ωB97M-V/def2-TZVPD.

XYZ file:
```
16
Properties=species:S:1:pos:R:3:mulliken_charge:R:1
C -0.73 0.55 0.90 0.015
C 0.06 -0.71 0.85 -0.754
N -2.17 0.41 0.86 -0.722
C -0.14 1.12 -0.51 0.172
C 0.74 -0.70 -0.74 -0.285
C 2.07 -0.79 -0.93 -0.656
O -0.93 1.44 -1.41 -0.577
H -0.42 1.22 1.71 0.378
H -2.43 -0.26 0.13 0.267
H -2.56 1.29 0.52 0.281
H 0.79 1.67 -0.30 0.348
H -0.53 -1.63 0.84 0.356
H 0.91 -0.73 1.52 0.325
H 0.08 -1.24 -1.42 0.332
H 2.49 -1.38 -1.73 0.265
H 2.77 -0.26 -0.29 0.255
```

The orbital gap comes out at 8.3 eV. For the total energy, the calculation gives -325.786360 hartree. As for the charge: 0. Its relative energy (zero: lowest compared OMol25 entry of this formula, charge and spin) is 4.114 eV.

***

(4)
Below is a 2-piece molecular cluster, C5H9NO overall in a non-equilibrium geometry, with properties calculated with ωB97M-V/def2-TZVPD.

XYZ file:
```
16
Properties=species:S:1:pos:R:3:mulliken_charge:R:1
C -1.12 0.31 1.40 -1.280
C 0.32 -0.08 1.24 0.091
N 0.61 -1.46 0.85 -0.678
C 0.89 -0.37 -0.10 0.084
C 0.01 -0.43 -1.40 -1.175
C 0.44 1.57 -1.75 0.020
O -0.22 2.39 -2.18 -0.253
H -1.76 -0.30 0.76 0.280
H -1.45 0.17 2.44 0.372
H -1.26 1.37 1.14 0.275
H 1.00 0.38 1.96 0.435
H 1.44 -1.82 1.30 0.253
H 1.95 -0.10 -0.24 0.429
H -0.80 -1.08 -1.15 0.628
H 0.65 -0.84 -2.19 0.328
H -0.69 0.31 -2.03 0.192
```

The orbital gap comes out at 10.7 eV. For the total energy, the calculation gives -325.779772 hartree. As for the charge: 0. Its relative energy (zero: lowest compared OMol25 entry of this formula, charge and spin) is 4.293 eV.

***

(5)
Below is a single C5H9NO molecule in a non-equilibrium geometry, with properties calculated with ωB97M-V/def2-TZVPD.

XYZ file:
```
16
Properties=species:S:1:pos:R:3:mulliken_charge:R:1
C 0.24 -1.94 1.10 -1.043
C 0.24 -1.20 -0.25 -0.277
N -1.19 -0.85 -0.29 -0.563
C -0.25 0.17 -0.62 0.183
C -0.14 1.42 0.21 -0.612
C 0.62 2.52 -0.50 0.028
O 1.00 2.46 -1.64 -0.474
H 0.35 -1.27 1.96 0.267
H -0.74 -2.43 1.24 0.259
H 1.00 -2.71 1.08 0.350
H 0.69 -1.71 -1.12 0.356
H -1.62 -1.33 -1.06 0.220
H -0.23 0.38 -1.69 0.403
H 0.35 1.23 1.18 0.286
H -1.14 1.81 0.45 0.276
H 0.80 3.43 0.11 0.342
```

The orbital gap comes out at 10.6 eV. For the total energy, the calculation gives -325.827993 hartree. As for the charge: 0. Its relative energy (zero: lowest compared OMol25 entry of this formula, charge and spin) is 2.981 eV.

***

(6)
Below is a single C5H9NO molecule, with properties calculated with ωB97M-V/def2-TZVPD.

XYZ file:
```
16
Properties=species:S:1:pos:R:3:mulliken_charge:R:1
C -1.46 1.24 1.39 -1.028
C -1.41 -0.11 0.73 0.275
O -2.09 -1.03 1.11 -0.566
C -0.38 -0.45 -0.30 0.212
C 0.86 -0.76 0.46 -0.564
N 0.86 0.26 -0.56 -0.312
C 1.53 -0.07 -1.81 -0.817
H -1.60 1.10 2.47 0.290
H -0.58 1.86 1.19 0.320
H -2.35 1.75 1.00 0.333
H -0.69 -1.19 -1.03 0.403
H 1.19 -1.79 0.32 0.289
H 0.95 -0.37 1.47 0.266
H 2.59 0.22 -1.74 0.284
H 1.08 0.49 -2.64 0.300
H 1.49 -1.15 -2.06 0.314
```

The orbital gap comes out at 10.4 eV. For the total energy, the calculation gives -325.849848 hartree. As for the charge: 0. Its relative energy (zero: lowest compared OMol25 entry of this formula, charge and spin) is 2.387 eV.

***

(7)
Below is a single C5H9NO molecule, with properties calculated with ωB97M-V/def2-TZVPD.

XYZ file:
```
16
Properties=species:S:1:pos:R:3:mulliken_charge:R:1
C 0.93 0.55 1.92 -1.152
C -0.20 -0.32 1.42 0.209
C -0.24 -1.25 0.26 -0.235
C 0.23 -0.30 -0.75 0.095
C -0.32 -0.12 -2.15 -0.507
O -0.76 1.23 -2.17 -0.506
N -0.89 0.06 0.19 -0.599
H 1.65 0.01 2.54 0.264
H 0.49 1.36 2.51 0.320
H 1.46 1.04 1.10 0.304
H -0.92 -0.58 2.19 0.316
H -0.81 -2.16 0.14 0.304
H 1.21 0.17 -0.62 0.218
H 0.45 -0.21 -2.93 0.318
H -1.13 -0.83 -2.37 0.246
H -1.14 1.34 -1.28 0.407
```

The orbital gap comes out at 11.1 eV. For the total energy, the calculation gives -325.812247 hartree. As for the charge: 0. Its relative energy (zero: lowest compared OMol25 entry of this formula, charge and spin) is 3.410 eV.

***

(8)
Below is C5H9NO as an isolated structure, with properties calculated with ωB97M-V/def2-TZVPD.

XYZ file:
```
16
Properties=species:S:1:pos:R:3:mulliken_charge:R:1
C 1.25 -0.94 -0.03 -1.408
C 0.25 0.19 0.12 1.231
C 0.88 1.52 -0.27 -1.507
N -1.13 -0.02 -0.51 0.073
C -1.51 -0.95 0.59 -0.320
C -0.76 0.21 1.36 -0.518
O -1.67 1.07 0.22 -0.413
H 2.09 -0.73 0.64 0.345
H 1.64 -0.99 -1.05 0.349
H 0.87 -1.93 0.24 0.329
H 1.39 1.45 -1.24 0.357
H 1.64 1.77 0.48 0.356
H 0.14 2.32 -0.29 0.367
H -1.39 -0.07 -1.51 0.284
H -2.60 -0.96 0.71 0.268
H -1.08 -1.95 0.53 0.208
```

The orbital gap comes out at 8.4 eV. For the total energy, the calculation gives -325.664811 hartree. As for the charge: 0. Its relative energy (zero: lowest compared OMol25 entry of this formula, charge and spin) is 7.422 eV.

***

(9)
Below is a single C5H9NO molecule, with properties calculated with ωB97M-V/def2-TZVPD.

XYZ file:
```
16
Properties=species:S:1:pos:R:3:mulliken_charge:R:1
O -3.15 -0.03 0.45 -0.223
C -2.07 -0.36 -0.22 -0.336
C -0.96 0.62 0.05 -0.397
C 0.45 0.03 -0.07 1.089
C 1.43 0.61 -1.00 -0.728
N 1.48 0.94 0.42 -0.686
C 0.58 -1.45 0.25 -1.590
H -3.03 0.76 1.02 0.333
H -0.06 -2.04 -0.41 0.403
H -1.05 1.13 1.03 0.348
H -1.09 1.40 -0.72 0.232
H 1.15 1.44 -1.65 0.256
H 2.18 -0.06 -1.42 0.270
H 2.22 0.41 0.88 0.290
H 1.62 -1.76 0.10 0.411
H 0.30 -1.66 1.28 0.329
```

The orbital gap comes out at 9.5 eV. For the total energy, the calculation gives -325.778628 hartree. As for the charge: 0. Its relative energy (zero: lowest compared OMol25 entry of this formula, charge and spin) is 4.325 eV.

***

(10)
Below is C5H9NO as an isolated structure in a non-equilibrium geometry, with properties calculated with ωB97M-V/def2-TZVPD.

XYZ file:
```
16
Properties=species:S:1:pos:R:3:mulliken_charge:R:1
C 0.21 1.89 -0.29 -0.984
C 0.22 -0.25 0.28 0.704
C 1.33 -0.60 -0.65 -1.342
C -0.19 -1.21 1.37 -0.467
O -1.57 -1.15 0.95 -0.446
C -1.17 -0.26 -0.01 0.155
N -1.86 0.35 -0.80 -0.568
H -0.39 2.37 0.46 0.339
H 1.23 1.83 -0.06 0.414
H -0.04 2.20 -1.28 0.315
H 1.15 -0.20 -1.65 0.320
H 2.27 -0.19 -0.29 0.338
H 1.45 -1.66 -0.74 0.446
H -0.12 -0.89 2.39 0.238
H 0.20 -2.20 1.26 0.273
H -2.77 -0.02 -0.97 0.265
```

The orbital gap (alpha / beta) comes out at 8.6 / 8.6 eV. For the total energy, the calculation gives -325.739412 hartree. As for the charge: 0. Its relative energy (zero: lowest compared OMol25 entry of this formula, charge and spin) is 5.392 eV.